The following is a quantum chemistry calculation of 3 unconnected molecules or ions with the total composition C19H46O5PS2 in a non-equilibrium geometry, from OMol25.

Geometry as XYZ:
```
73
Properties=species:S:1:pos:R:3:mulliken_charge:R:1
C 5.9685 -2.5678 0.7480 -0.9760
C 5.7945 -1.8033 -0.6840 -0.3569
C 4.7053 -0.6427 -0.4802 0.1660
C 4.8577 0.6167 -1.4601 -0.7420
C 4.1537 1.9551 -0.8649 -0.5493
C 2.5687 2.0177 -1.1265 -0.3419
C 1.6615 1.9721 0.1994 -0.0987
C 1.4242 0.3962 0.5754 -0.5228
O 0.4536 -0.1317 -0.3876 -0.2477
P -0.6275 1.2048 -0.7515 0.8498
C -1.9211 0.8616 0.6003 -1.3550
C -1.8350 -0.5341 1.3718 0.5512
C -2.3431 -1.8512 0.6191 -0.6015
C -3.0604 -1.6895 -0.7918 -0.2495
C -2.2169 -2.1165 -2.0852 -0.5439
O -0.9752 -2.8134 -1.8269 -0.3687
C 0.1242 -2.3015 -2.6083 -0.0297
C 1.4718 -2.7502 -1.8183 -0.7110
O 0.2814 2.4545 0.1126 -0.6967
H 7.0643 -2.5197 1.0937 0.2321
H 5.6777 -3.6737 0.6919 0.2520
H 5.3429 -2.0908 1.5767 0.3065
H 5.4246 -2.5966 -1.4151 0.2752
H 6.7674 -1.3279 -1.0480 0.3203
H 4.7497 -0.2508 0.5976 0.3531
H 3.6643 -1.0952 -0.6802 -0.4917
H 5.9943 0.8253 -1.5563 0.3921
H 4.4675 0.3402 -2.4976 0.2453
H 4.6297 2.8211 -1.4665 0.2504
H 4.3607 2.0395 0.2612 0.3181
H 2.2855 1.1119 -1.7692 -0.0668
H 2.3049 2.9446 -1.7674 0.3820
H 2.2931 2.5560 0.9673 0.3541
H 2.3402 -0.2422 0.8082 0.2589
H 0.9586 0.5174 1.6338 0.0280
H -1.5245 0.4787 -1.6310 -0.1529
H -1.5048 2.3387 -1.0899 -0.3984
H 0.0224 1.5798 -2.0121 -0.0041
H -3.0106 1.0177 0.2420 0.3825
H -1.7723 1.6855 1.4064 0.3495
H -2.4880 -0.4093 2.3208 0.2907
H -0.7837 -0.7566 1.8027 -0.4413
H -1.4621 -2.6016 0.6260 0.2784
H -3.1177 -2.3547 1.3210 0.2521
H -3.5058 -0.6559 -1.0141 -0.0952
H -3.9801 -2.3969 -0.7828 0.4145
H -1.9664 -1.2322 -2.7878 0.2631
H -2.8685 -2.8247 -2.7349 0.3298
H 0.1812 -2.7686 -3.6653 0.2954
H 0.1744 -1.1581 -2.6611 0.1177
H 2.3956 -2.1822 -2.1781 0.1868
H 1.3806 -2.5659 -0.6862 0.0415
H 1.6902 -3.8713 -1.9526 0.3784
C -0.6196 -0.7350 5.6049 -0.8921
S -2.0765 -1.8024 5.5717 0.4225
O -2.9034 -1.3905 4.3978 -0.5471
C -2.8535 -1.1114 7.0503 -0.9708
H -0.0028 -0.9694 4.7357 0.2430
H -0.9228 0.3129 5.5606 0.3056
H -0.0475 -0.9243 6.5155 0.4123
H -3.0190 -0.0403 6.9184 0.3013
H -2.2123 -1.2894 7.9160 0.3697
H -3.8112 -1.6113 7.2000 0.3176
C -3.7362 3.8974 -3.8627 -0.9882
S -4.3153 3.0910 -2.3539 0.6535
O -4.4908 1.6388 -2.6618 -0.6100
C -5.9600 3.8426 -2.3557 -1.0232
H -2.7282 3.5382 -4.0770 0.3101
H -4.3950 3.6476 -4.6973 0.3061
H -3.7100 4.9786 -3.7132 0.3580
H -6.4829 3.5962 -3.2824 0.2878
H -5.8654 4.9257 -2.2538 0.3547
H -6.5188 3.4464 -1.5071 0.3157
```

Results
**Relative energy (zero: lowest compared OMol25 entry of this formula, charge and spin)**: 0.00 kcal/mol
**Net charge**: -1
**LUMO**: 2.35 eV
**Gap between HOMO and LUMO**: 5.736 eV
**Total energy**: -2265.19078 hartree

---

The following is a quantum chemistry calculation of a molecular structure, C32H30ClFFeIN5O7P, from OMol25.

Geometry as XYZ:
```
79
Properties=species:S:1:pos:R:3:mulliken_spin:R:1
Fe 0.2321 1.1011 0.7502 3.6086
N -0.1688 1.2186 2.9684 0.0746
C 0.6827 1.8739 3.9603 0.0016
C 2.1385 1.4432 3.8294 0.0052
C 2.8532 1.9942 2.6005 0.0034
N 2.4514 1.3157 1.3668 0.0788
H -1.0919 1.6359 2.9419 -0.0008
H -0.2588 0.2226 3.1942 -0.0063
H 0.3435 1.6607 4.9815 0.0013
H 0.6166 2.9579 3.8207 0.0000
H 2.1849 0.3493 3.8326 -0.0007
H 2.6766 1.7837 4.7191 -0.0002
H 3.9372 1.9278 2.7536 0.0016
H 2.6103 3.0562 2.4878 -0.0009
H 2.7876 0.3540 1.3517 0.0031
H 2.8886 1.7679 0.5704 -0.0065
Cl 3.1684 5.6942 -3.8088 0.0005
C 2.5731 4.2674 -2.9924 0.0040
C 2.8411 3.0317 -3.5101 -0.0015
C 2.3685 1.8624 -2.8958 0.0113
I 2.8431 0.0215 -3.7401 0.0006
C 1.5944 1.8772 -1.7315 0.0078
O 1.1048 0.8523 -1.1558 0.0824
C 1.3761 3.2089 -1.1747 -0.0297
N 0.6836 3.2342 -0.0136 0.0532
C 0.3644 4.3754 0.5350 0.0040
C 0.7536 5.6088 -0.0219 0.0033
C 1.4900 5.6145 -1.1726 -0.0007
C 1.8271 4.3923 -1.7973 -0.0006
H 3.4276 2.9533 -4.4159 -0.0002
H -0.2394 4.3266 1.4343 -0.0008
H 0.4658 6.5316 0.4635 -0.0004
H 1.8117 6.5434 -1.6244 -0.0001
O -3.5256 3.0305 0.2863 0.0081
C -2.9021 1.9953 0.4803 0.0081
O -1.6492 1.9141 0.7415 0.0476
C -3.6530 0.6521 0.4434 -0.0042
P -2.4704 -0.7552 0.5214 0.0518
C -1.8600 -0.8037 -1.1988 0.0122
C -1.1668 -1.9412 -1.6170 -0.0017
C -0.6544 -2.0284 -2.9010 0.0023
C -0.7999 -0.9628 -3.7792 -0.0013
C -1.4628 0.1798 -3.3677 0.0032
C -1.9881 0.2586 -2.0841 -0.0131
C -3.6658 -2.1611 0.4549 0.0035
C -3.8194 -2.9383 1.6000 0.0004
C -4.7294 -3.9894 1.6325 0.0003
C -5.4914 -4.2794 0.5117 -0.0001
C -5.3417 -3.5159 -0.6409 0.0002
C -4.4371 -2.4662 -0.6669 0.0001
H -4.3205 0.6218 -0.4199 0.0005
H -4.2819 0.5992 1.3359 -0.0005
H -1.0366 -2.7693 -0.9274 0.0002
H -0.1290 -2.9204 -3.2177 0.0001
H -0.3781 -1.0198 -4.7747 -0.0001
H -1.5610 1.0237 -4.0399 0.0000
H -2.5013 1.1643 -1.7909 -0.0014
H -3.2102 -2.7175 2.4700 0.0001
H -4.8356 -4.5845 2.5315 0.0000
H -6.1976 -5.1006 0.5309 0.0000
H -5.9314 -3.7423 -1.5210 0.0000
H -4.3152 -1.8817 -1.5722 0.0001
F 1.1169 -4.9992 -2.3362 0.0000
C 1.7827 -4.1441 -1.5456 -0.0005
C 1.4925 -4.0361 -0.2479 0.0009
N 2.1849 -3.2030 0.5920 0.0008
C 1.7060 -2.9741 1.9486 0.0034
C 0.8197 -1.7156 2.0881 0.0031
O 0.3461 -1.5499 3.2239 0.0016
O 0.7049 -1.0071 1.0576 -0.0221
C 3.1568 -2.3535 0.1114 0.0000
O 3.7667 -1.5708 0.8158 0.0003
N 3.4463 -2.5107 -1.2290 -0.0002
C 2.8219 -3.3334 -2.1565 0.0001
O 3.1508 -3.3606 -3.3231 0.0000
H 0.7003 -4.6206 0.1993 0.0004
H 2.5585 -2.8680 2.6161 -0.0005
H 1.1299 -3.8408 2.2674 0.0005
H 4.0930 -1.8325 -1.6098 0.0001
```

Results
**Relative energy (zero: lowest compared OMol25 entry of this formula, charge and spin)**: 0.00 kcal/mol
**Net charge**: -1
**2S+1**: 5
**LUMO (spin up / spin down)**: 2.42 / 2.42 eV
**<S²>**: 6.008
**Gap between HOMO and LUMO (spin up / spin down)**: 7.316 / 7.344 eV
**Total energy**: -4501.00971 hartree

---

The following is a quantum chemistry calculation of 3 unconnected molecules or ions with the total composition C4H13NO2 in a non-equilibrium geometry, from OMol25.

Geometry as XYZ:
```
20
Properties=species:S:1:pos:R:3:mulliken_charge:R:1
C 1.5927 1.4272 -0.4984 -1.3458
C 0.6666 1.3828 0.7008 0.7964
C 0.4461 2.6404 1.4802 -1.2770
C 0.4029 0.1844 1.2400 -0.3761
N 0.7595 -1.0371 0.7178 -0.4029
H 2.4980 0.8515 -0.3579 0.4073
H 1.0201 1.2942 -1.4228 0.2653
H 1.9265 2.4574 -0.6556 0.3470
H 1.3162 3.0335 2.0045 0.2693
H 0.0861 3.4606 0.8411 0.3352
H -0.3410 2.4642 2.2142 0.3580
H -0.2899 0.1613 2.0764 0.2531
H 0.1696 -1.8404 0.8823 0.2134
H 1.5047 -1.1300 0.0419 0.1638
O -1.9886 -3.1892 -0.0634 -0.6385
H -2.6983 -2.5822 -0.2975 0.3322
H -2.3184 -3.7246 0.6641 0.3070
O -1.8010 -1.7214 -3.4356 -0.6344
H -0.8377 -1.7543 -3.3296 0.3168
H -2.1139 -2.3784 -2.8025 0.3097
```

Results
**Structure (SMILES)**: CC(C)=CN.O.O
**Relative energy (zero: lowest compared OMol25 entry of this formula, charge and spin)**: 23.17 kcal/mol
**Net charge**: 0
**LUMO**: 0.44 eV
**Gap between HOMO and LUMO**: 7.897 eV
**Total energy**: -365.40556 hartree

---

The following is a quantum chemistry calculation of 2 unconnected molecules or ions with the total composition C5H8S in a non-equilibrium geometry, from OMol25.

Geometry as XYZ:
```
14
Properties=species:S:1:pos:R:3:mulliken_charge:R:1
C -0.0603 -2.3702 -1.3437 -0.4343
S 0.8752 -1.4983 -0.3460 0.1226
C 0.6908 -0.1459 0.4570 -0.4011
C 1.4815 1.0634 0.3388 0.1272
C 2.2578 1.6939 1.2454 -0.6768
H -0.0254 -3.4800 -1.1304 0.2293
H 1.2994 1.4391 -0.6060 0.3668
H 2.9454 2.4211 0.9707 0.3174
H 2.5682 1.1830 2.1888 0.2546
C -2.3976 -0.0765 -0.3961 -0.6439
H -1.9830 -0.7428 -1.1214 0.1714
H -3.0802 0.7061 -0.8744 0.2547
H -3.0446 -0.5725 0.3906 0.2292
H -1.5272 0.3795 0.2266 0.0828
```

Results
**Structure (SMILES)**: C#S#CC=C.C
**Relative energy (zero: lowest compared OMol25 entry of this formula, charge and spin)**: 180.33 kcal/mol
**Net charge**: 0
**LUMO (spin up / spin down)**: -1.29 / -1.21 eV
**Gap between HOMO and LUMO (spin up / spin down)**: 7.186 / 7.268 eV
**Total energy**: -593.20086 hartree

---

The following is a quantum chemistry calculation of a molecular structure, C6H9Cl2N4S in a non-equilibrium geometry, from OMol25.

Geometry as XYZ:
```
22
Properties=species:S:1:pos:R:3:mulliken_charge:R:1
C 0.2656 -2.3111 -3.0463 -0.3348
C 0.6017 -1.4176 -1.9950 0.3986
C -0.3302 0.3120 1.7530 -0.5305
C -0.2080 1.1861 0.5876 -0.4756
C -0.2153 -0.6135 -1.0709 -0.5849
C -0.7113 -1.7249 0.3231 0.0247
N 1.3282 -2.7637 -3.6709 -0.3863
N 1.9361 -1.3111 -1.8382 -0.5077
N -1.1511 -0.8648 1.3941 -0.1689
N 0.5243 0.5085 -0.5271 -0.1057
S 2.6750 -2.1136 -3.0413 0.2732
Cl -1.9906 -2.7541 -0.2693 -0.1019
Cl -1.7788 -1.7180 2.8241 -0.0396
H -0.6556 -2.6892 -3.4728 0.4047
H 0.7411 0.0226 2.2056 0.2864
H -0.8593 0.7706 2.6808 0.4167
H -1.2349 1.3590 0.2095 0.3147
H 0.2985 2.1456 0.8952 0.3658
H -1.1389 -0.4544 -1.6088 0.4272
H 0.2095 -2.3592 0.4536 0.3642
H 0.9320 1.0012 -1.3441 0.4253
H 1.4931 0.0000 -0.3900 0.5346
```

Results
**Relative energy (zero: lowest compared OMol25 entry of this formula, charge and spin)**: 63.95 kcal/mol
**Net charge**: +1
**LUMO**: -3.87 eV
**Gap between HOMO and LUMO**: 9.214 eV
**Total energy**: -1771.27829 hartree